# 1
Computed, not measured: 7 unconnected molecules or ions with the total composition H14O7 in a non-equilibrium geometry, with ωB97M-V/def2-TZVPD.

Atoms and positions in Å:
H  0.328  -0.310  -0.012
H  -3.541  -0.513  -0.841
H  -1.038  -0.165  -0.446
H  2.144  -0.571  2.252
O  -0.173  1.726  -1.208
O  -1.602  0.112  2.600
H  2.125  -0.775  -1.967
H  -0.896  -0.345  1.155
O  -2.787  -0.446  -1.329
H  -0.236  2.353  -0.477
H  -2.013  -0.662  2.959
H  2.462  -0.319  -0.030
H  1.964  0.527  1.619
H  0.664  1.142  -1.085
H  -3.016  0.103  -2.142
O  2.191  0.255  2.564
H  -1.975  0.898  2.532
O  1.968  -0.849  -2.875
O  1.892  0.218  -0.451
H  2.051  -1.805  -3.080
O  -0.518  -0.575  0.268

## Properties
E: -534.95553 Eh
Maximum force: 7.185 eV/Å

***

# 2
Computed, not measured: a molecular structure, C38H33N13PRuTe in a non-equilibrium geometry, with ωB97M-V/def2-TZVPD.

Atoms and positions in Å:
C  -0.252  -1.973  -4.950
C  -2.651  2.198  -1.436
N  -0.145  0.541  1.438
H  -3.638  -4.911  0.789
H  2.968  -1.106  -2.946
H  -0.670  -3.295  -3.335
C  -0.679  -2.884  -0.666
C  -0.394  0.893  3.645
C  0.534  2.070  -3.344
C  0.964  0.019  2.113
N  1.923  4.483  0.192
C  -0.494  -4.196  -0.224
N  1.009  3.245  -2.894
C  0.504  -0.722  -5.312
Ru  -0.169  0.699  -0.504
C  -1.551  -4.936  0.275
C  -3.423  1.664  4.206
C  3.950  1.391  1.274
C  -3.024  -3.072  -0.109
H  5.994  0.007  -0.746
C  2.041  -1.236  -3.490
N  -5.614  4.573  7.374
C  -0.068  -2.476  -3.714
C  -4.133  2.192  5.269
C  3.272  -3.741  1.467
C  -4.280  3.571  5.390
H  -0.796  1.235  4.586
H  5.008  -4.921  1.006
H  -2.387  1.942  -2.449
C  -2.100  1.923  2.101
C  4.090  -4.114  -0.757
N  -0.082  0.482  -4.535
H  2.977  -3.214  -2.341
C  -1.973  -2.342  -0.659
C  1.913  -0.793  -4.759
H  -4.479  3.403  -1.631
H  -0.948  -2.401  -5.658
H  2.723  -0.326  -5.303
C  -3.001  3.873  3.375
C  0.830  0.194  3.453
N  -1.915  1.767  -0.359
H  1.456  3.856  -3.559
C  -3.705  4.412  4.438
H  0.494  -4.639  -0.248
H  -4.013  -2.628  -0.068
C  3.060  -3.334  -1.269
C  -2.850  2.491  3.238
H  3.334  -3.917  2.534
C  -2.525  2.246  0.782
N  0.883  2.745  -0.529
C  1.230  3.531  -1.543
H  -3.315  0.590  4.111
H  -2.544  4.527  2.642
N  -2.178  -1.049  -1.164
P  0.711  -1.759  -1.038
H  4.798  -4.574  -1.434
C  5.059  -0.539  -0.857
H  -1.873  -0.922  -2.120
H  -1.390  -5.950  0.618
N  0.578  1.653  -4.599
C  2.142  -2.727  -0.414
H  1.496  -2.570  1.632
C  -5.022  4.129  6.494
C  -0.966  1.125  2.391
H  -3.112  -0.688  -1.035
H  1.539  -0.097  4.213
H  4.969  -1.301  -0.083
H  0.447  -0.439  -6.356
H  3.117  1.963  1.676
H  5.041  -1.018  -1.838
C  2.246  -2.960  0.959
H  -4.352  3.467  1.065
N  -0.469  0.194  -3.339
C  -3.661  2.974  0.398
C  4.205  -4.311  0.610
C  -2.812  -4.356  0.361
Te  3.440  0.856  -0.721
H  -4.584  1.542  6.007
N  -0.070  1.137  -2.551
H  1.783  -0.394  1.560
N  1.863  4.609  -1.153
H  4.116  0.483  1.851
H  -3.803  5.484  4.545
H  4.848  2.004  1.244
C  -3.730  2.940  -1.006
C  0.926  -1.878  -2.848
N  1.356  3.385  0.569

## Properties
E: -2883.75801 Eh
2S+1: 6
Maximum force: 1.304 eV/Å

***

# 3
Computed, not measured: a molecular structure, C4H11NO2 in a non-equilibrium geometry, with ωB97M-V/def2-TZVPD.

Atoms and positions in Å:
H  0.360  -1.472  -2.115
C  -0.234  0.698  -0.462
H  -0.619  -0.441  -2.919
H  -1.001  -1.595  1.347
C  0.686  0.503  -1.672
H  -0.628  0.114  3.054
H  -0.103  -0.466  0.204
O  -1.580  0.698  -0.856
H  1.175  -0.038  2.829
O  0.103  1.576  0.424
H  -2.043  1.308  -0.268
N  0.327  -0.571  -2.580
H  0.688  1.447  -2.226
H  0.807  -1.809  1.194
C  0.191  -0.107  2.376
H  0.193  0.946  1.533
C  -0.017  -1.142  1.427
H  1.698  0.349  -1.293

## Properties
E: -364.14695 Eh
Maximum force: 1.103 eV/Å

***

# 4
Computed, not measured: 2 unconnected molecules or ions with the total composition C2H5NO in a non-equilibrium geometry, with ωB97M-V/def2-TZVPD.

Atoms and positions in Å:
O  -2.031  0.541  -0.653
H  2.051  -0.355  0.995
H  -1.107  0.054  1.161
C  1.275  0.311  -0.586
H  0.443  0.037  -1.244
N  1.160  0.233  0.730
H  -2.062  -1.314  0.388
H  2.122  0.724  -1.129
C  -1.851  -0.230  0.337

## Properties
E: -209.07110 Eh
Maximum force: 4.774 eV/Å
SMILES string: C=N.C=O

***

# 5
Computed, not measured: 2 unconnected molecules or ions with the total composition CH7NO2 in a non-equilibrium geometry, with ωB97M-V/def2-TZVPD.

Atoms and positions in Å:
H  -1.242  0.640  -1.040
H  0.610  0.007  -0.343
N  -1.079  -1.007  -2.305
C  -1.206  -0.424  -0.974
H  -2.124  -0.997  -0.572
H  2.353  1.084  3.310
H  -1.879  -0.743  -2.884
O  1.977  1.973  3.186
O  -0.004  -0.801  -0.264
H  2.363  2.213  2.333
H  -1.068  -2.030  -2.326

## Properties
E: -247.49550 Eh
Maximum force: 3.589 eV/Å
SMILES string: NCO.O

***

What did we get for energy relative to the best compared isomer or geometry (same formula, charge and spin)? Answer: 105.6; 31.4; 76.1; 94.9; 14.9 kcal/mol, in the order shown.